Molecular formula: C41H85BrClFIN10O11P2
Method: DFT, ωB97M-V with the def2-TZVPD basis set

Each line ends with the Mulliken charge.
CARTESIAN COORDINATES (ANGSTROEM)
1 I 0.4329 1.9273 -3.3481  0.0289
2 Br -0.7772 -3.9280 4.1899  -0.2447
3 Cl -2.4176 1.5799 -1.0473  -0.0568
4 P -1.1907 -3.2928 1.9949  0.2154
5 P 2.8998 0.0848 1.1562  0.3375
6 F -0.5906 -4.8151 -0.7427  -0.3245
7 O -4.0138 -7.4431 -3.9489  -0.6551
8 O 4.2078 4.3448 -1.4947  -0.4539
9 O 1.6486 -0.7064 -3.8772  -0.5875
10 O 7.4614 -1.9346 -0.6417  -0.6428
11 O -2.8212 -2.6893 2.0854  -0.4023
12 O 1.1472 3.6162 -9.3953  -0.6510
13 O 1.7367 -6.0893 3.5669  -0.4719
14 O 5.5151 3.6563 0.4036  -0.5513
15 O -1.0901 2.9326 2.6046  -0.4991
16 O -3.5113 7.0920 1.7697  -0.6554
17 O -7.0161 -0.2173 4.1803  -0.6634
18 N -0.5098 -0.6532 1.9227  0.1048
19 N -1.8995 -7.7108 -4.6484  -0.1493
20 N -2.0906 0.6377 0.4062  0.6112
21 N -6.5128 -0.1093 0.3569  -0.5525
22 N 0.4510 0.5954 -0.0761  1.0457
23 N -7.4307 -2.1246 5.2855  -0.1489
24 N -1.5233 4.9817 3.4076  -0.0886
25 N 1.5135 1.9265 -7.9664  -0.1351
26 N -3.2575 9.3201 1.7177  -0.1857
27 N 7.4822 -0.3838 -2.2622  -0.1073
28 C -0.4623 -7.7805 -4.5331  -0.7928
29 C 5.7379 0.0037 1.3999  -0.7631
30 C 2.1366 1.2307 -6.8657  -0.6464
31 C -8.1861 -3.2857 5.6916  -0.8215
32 C -0.8012 0.2148 0.7550  -0.7049
33 C 2.0831 -4.3983 1.1014  -0.8709
34 C -0.8423 3.8010 3.4385  0.7710
35 C 0.7706 1.9077 0.5547  -0.1717
36 C 0.9028 -2.0366 0.1288  1.6709
37 C 3.0136 -4.1043 2.4075  0.5540
38 C -0.0424 -2.2591 -1.2290  -1.1980
39 C 7.3551 -1.6733 -1.8381  0.8740
40 C -1.3863 6.1193 4.2857  -0.9742
41 C -3.3311 0.3288 1.2141  0.2287
42 C 2.3557 -0.2859 -1.4841  -0.3249
43 C 1.7818 3.1770 -8.4386  0.7562
44 C 2.4157 -0.0669 3.0402  -0.9432
45 C 1.5679 0.1505 -2.8139  -0.4111
46 C -2.8170 -7.4665 -3.6699  0.5957
47 C -0.9713 -3.5392 -1.3772  0.0728
48 C 1.5065 -0.4818 -0.0549  -0.8939
49 C -5.6730 1.0973 -0.0489  -0.4259
50 C 4.2823 3.8549 -0.0966  0.2618
51 C 1.7974 2.9368 -0.1956  -0.1045
52 C 2.8578 3.9780 -7.7603  -1.1052
53 C -1.9337 7.9307 0.1764  -1.2954
54 C 7.0865 -2.7371 -2.8656  -1.4210
55 C 3.0665 -5.5318 3.2816  -0.7490
56 C -2.7222 10.5848 1.2729  -0.8401
57 C -4.5257 1.4845 1.0842  -0.8165
58 C 7.3931 0.1305 -3.6080  -0.8661
59 C 2.0088 -3.2347 -0.0452  -0.3022
60 C 0.1039 -1.9949 1.5446  -0.0138
61 C 0.1978 3.6072 4.5063  -1.3158
62 C -9.1422 -1.2329 3.7577  -1.3290
63 C -2.5807 -3.1277 -1.1361  -0.5539
64 C 4.4798 -1.0596 1.0889  0.3836
65 C -2.9533 8.0679 1.2724  0.8185
66 C -7.7917 -1.1424 4.4115  0.7849
67 C -2.3197 -7.2325 -2.2708  -0.5397
68 C 2.9360 3.5803 0.8485  -0.1573
69 H -3.9520 9.3253 2.4557  0.2455
70 H 1.4179 0.4812 3.3020  0.0345
71 H 6.5863 0.8671 -3.6360  0.2232
72 H 2.9516 4.9506 -8.2522  0.2809
73 H 3.2408 0.5121 -1.3732  0.6785
74 H -0.6284 5.9635 5.0544  0.4503
75 H 2.5694 0.3048 -7.2524  0.2755
76 H 3.7834 -6.3148 2.7373  0.3062
77 H 1.2526 3.9008 -0.6443  0.4202
78 H -1.6706 -6.3533 -2.2452  -0.2119
79 H 4.3842 3.6006 -2.1454  0.3188
80 H -1.7829 -8.1142 -1.9108  0.4020
81 H 1.3598 0.9855 -6.1373  0.1193
82 H 3.8169 3.4590 -7.8367  0.3298
83 H -1.8019 6.8723 -0.0670  0.2231
84 H 2.9615 -1.2863 -1.7354  0.1511
85 H 2.6657 -5.3063 0.5733  0.6282
86 H 4.7036 -1.4719 0.0230  -0.0185
87 H 0.6507 2.6174 4.3972  0.0818
88 H -1.1172 6.9860 3.6769  0.2092
89 H -3.1711 -7.0523 -1.6079  0.3047
90 H -6.5077 -1.9894 5.6815  0.2282
91 H 7.9078 -2.7791 -3.5859  0.4350
92 H -1.9844 10.4686 0.4781  0.3292
93 H 5.4039 1.1261 1.3173  0.1278
94 H 0.7450 -2.3770 -2.1237  0.4697
95 H 3.5197 -5.2105 4.3386  0.3185
96 H -0.1440 -8.7719 -4.8651  0.2940
97 H 7.0114 -3.7098 -2.3707  0.3053
98 H 1.7728 -3.8990 -1.0204  0.4230
99 H -6.1124 -0.9968 -0.0225  0.2598
100 H -1.2198 -0.7152 2.6630  0.6213
101 H 4.5260 -1.8276 1.9616  -0.0750
102 H 7.1981 -0.6528 -4.3415  0.3409
103 H -2.2048 5.0319 2.6593  0.1358
104 H 0.7767 1.4546 -8.4776  0.2156
105 H -4.1127 2.5749 0.9917  0.2330
106 H -2.9523 -2.3225 3.0300  0.3137
107 H -0.2636 3.6682 5.4954  0.4651
108 H -2.3548 6.3006 4.7580  0.2994
109 H -3.5535 11.1965 0.9139  0.2872
110 H 0.9430 -2.2099 2.3707  -0.5171
111 H -9.2807 -0.3776 3.0898  0.2824
112 H 4.1174 -3.9591 2.0258  0.1798
113 H -0.0327 -7.0260 -5.1967  0.2677
114 H 3.2716 0.5566 3.5937  0.4189
115 H 2.5967 4.1455 -6.7121  0.2736
116 H 0.9846 4.3595 4.4049  0.3995
117 H 8.3380 0.6259 -3.8441  0.3269
118 H -3.8330 -0.6656 0.7864  -0.0570
119 H -2.3159 -7.8575 -5.5606  0.2282
120 H 6.7013 -0.2620 0.7751  0.2425
121 H -9.1628 -3.3372 5.2090  0.3209
122 H -0.9716 8.3311 0.5064  0.3800
123 H -2.5457 -2.0700 -0.6279  -0.2336
124 H 7.6617 0.2699 -1.5090  0.2428
125 H 6.0527 -0.1512 2.5410  0.3110
126 H 6.1409 -2.5359 -3.3759  0.3434
127 H -9.2114 -2.1485 3.1643  0.3679
128 H -1.0005 -3.8237 -2.5435  0.4640
129 H 2.5504 4.6696 1.1421  0.4272
130 H -3.1920 -3.1311 -2.1362  0.3652
131 H 2.5130 -1.1563 3.4489  0.2873
132 H -6.5981 -0.1390 1.3970  0.2237
133 H 2.9146 1.8244 -6.3842  0.2665
134 H 2.4132 2.4904 -1.0805  -0.3046
135 H -0.2607 2.5222 0.4642  0.2495
136 H -9.9289 -1.2091 4.5163  0.4305
137 H 0.8731 1.9002 1.7472  -0.3238
138 H -2.2603 11.0775 2.1319  0.2811
139 H -0.1172 -7.6088 -3.5128  0.2967
140 H -3.1623 0.1968 2.3638  0.1323
141 H -2.2760 8.4510 -0.7221  0.4253
142 H 1.5776 -6.8762 2.9355  0.3222
143 H -6.4116 2.0223 -0.1064  0.2880
144 H 3.1477 2.8954 1.7725  0.2049
145 H -5.1946 0.9324 -1.1044  0.2283
146 H -8.3153 -3.2430 6.7758  0.2923
147 H -2.9924 -3.9589 -0.3966  0.2354
148 H -0.6599 -1.3004 -1.5297  0.0910
149 H 3.1009 -2.8970 -0.2786  0.0614
150 H -7.6040 -4.1745 5.4355  0.2719
151 H 2.6358 -3.3046 3.1588  -0.2429
152 H 1.0336 -4.9107 1.3521  -0.0885
153 H -5.1099 1.4540 2.1257  0.3207

Results
net charge	+1
calculated total energy	-7102.2271	Ha
HOMO-LUMO gap	7.3	eV